1.
Density functional theory data (ωB97M-V/def2-TZVPD) for 8 unconnected molecules or ions with the total composition C4H22O7 in a non-equilibrium geometry.

Values from the calculation:
Orbital gap in eV: 9.4
Total charge: 0
Molar mass in g mol⁻¹: 182.213
Spin multiplicity: 1
Relative energy (zero: lowest compared OMol25 entry of this formula, charge and spin) in kcal/mol: 67.3
LUMO level in Ha: 0.005
HOMO in eV: -9.28
SMILES: C/C=C/C.O.O.O.O.O.O.O

Each line ends with the Mulliken charge.
Atoms and positions in Å:
C1 1.98152 0.33858 1.03636  -0.98
C2 0.78973 1.01459 1.62868  0.02
C3 -0.41367 0.68930 1.16034  0.46
C4 -1.73485 1.14090 1.74147  -1.25
H1 1.71451 -0.13530 0.05806  0.23
H2 2.79743 1.12759 0.78367  0.22
H3 2.53113 -0.34065 1.62978  0.33
H4 0.93462 1.74613 2.44148  0.34
H5 -0.44549 0.01750 0.33542  -0.07
H6 -2.51670 0.98685 0.97009  0.29
H7 -2.13622 0.39469 2.52181  0.28
H8 -1.78902 2.20599 1.89247  0.34
O1 -2.16153 -2.52859 -0.56503  -0.71
H9 -1.64168 -1.88021 -1.27455  0.47
H10 -2.88328 -1.90189 -0.50555  0.32
O2 -0.58758 -2.77979 1.69008  -0.58
H11 -0.28017 -2.10929 2.31363  0.30
H12 -1.36379 -2.67191 1.26626  0.31
O3 2.30207 2.05629 -2.01433  -0.63
H13 1.47926 1.53245 -2.03706  0.32
H14 2.49773 2.16755 -1.12785  0.31
O4 -2.13364 -0.01913 -1.43619  -0.71
H15 -1.29752 -0.28043 -1.84624  0.32
H16 -2.13273 0.96077 -1.61458  0.22
O5 0.31475 -1.00736 -1.96775  -0.62
H17 0.72408 -1.50537 -2.69036  0.26
H18 0.68246 -1.30868 -1.14790  0.38
O6 1.83842 -2.02974 -0.00465  -0.62
H19 2.09564 -2.34399 0.78843  0.22
H20 1.93274 -2.71405 -0.72690  0.23
O7 -0.72962 2.85249 -1.13728  -0.59
H21 -0.23087 2.99056 -0.35693  0.28
H22 -0.13774 3.33415 -1.80488  0.33

Force components x, y, z for each atom (eV/Å):
1.1 3.0 -2.4
-0.1 -0.2 0.3
-0.2 0.8 1.4
-1.3 -1.9 -1.1
0.4 0.9 1.4
-1.1 -1.0 0.4
0.2 -0.9 1.0
-0.2 -0.5 -0.3
-0.2 -0.5 -0.4
0.5 0.1 0.0
0.9 1.7 -0.5
0.1 0.2 1.1
2.0 2.5 -3.0
-1.5 -3.2 2.8
-0.8 0.0 0.4
5.3 -1.4 2.8
-1.0 0.1 -0.6
-4.1 1.4 -2.2
-1.2 -0.5 -2.9
0.5 0.2 0.1
0.6 0.2 2.8
-0.3 2.1 -0.7
0.3 0.1 -0.1
-0.1 -1.3 0.4
-0.4 0.3 -1.6
-0.1 0.2 0.3
0.5 -0.5 1.1
-1.0 -0.2 -6.3
1.1 -2.1 4.0
0.1 0.6 1.9
0.7 1.0 -2.9
0.6 -0.1 1.6
-1.4 -1.0 1.1



2.
Density functional theory data (ωB97M-V/def2-TZVPD) for a molecular structure, C20H20N4O5SeW.

Values from the calculation:
Orbital gap (spin up / spin down) in eV: 7.3 / 7.3
Total charge: 0
Molar mass in g mol⁻¹: 659.203
Spin multiplicity: 1
Relative energy (zero: lowest compared OMol25 entry of this formula, charge and spin) in kcal/mol: 0.3
LUMO level (spin up / spin down) in Ha: -0.033 / -0.033
HOMO (spin up / spin down) in eV: -8.18 / -8.18

Each line ends with the Mulliken charge.
Atoms and positions in Å:
W1 -0.30636 0.36353 0.20176  0.95
O1 0.43887 -0.28853 -1.54538  0.20
C1 0.72804 -1.25168 -2.40338  0.23
C2 0.83560 -0.94295 -3.76342  -0.92
C3 1.14915 -1.92982 -4.67835  -0.61
C4 1.35732 -3.24602 -4.27212  -0.82
C5 1.24038 -3.55495 -2.93205  -0.80
C6 0.93226 -2.57377 -1.98815  0.94
C7 0.79268 -2.96193 -0.59585  -0.27
N1 0.54865 -2.17380 0.36732  0.16
C8 0.39162 -2.78947 1.68272  -1.04
C9 -0.26575 -1.79628 2.63455  -0.98
N2 0.27627 -0.49387 2.27678  0.06
C10 1.09851 0.05234 3.08366  -0.06
C11 1.90686 1.21407 2.77960  0.26
C12 2.51525 1.95622 3.79170  -0.68
C13 3.36468 2.99877 3.48007  -0.77
C14 3.64442 3.26947 2.14176  -0.56
C15 3.08093 2.52028 1.12422  -0.31
C16 2.18821 1.49207 1.43547  0.35
O2 1.64629 0.75986 0.47021  -0.66
H1 0.65408 0.07665 -4.07911  0.38
H2 1.22502 -1.67211 -5.72743  0.41
H3 1.59697 -4.01381 -4.99447  0.40
H4 1.38345 -4.57530 -2.59371  0.38
H5 0.88858 -4.03766 -0.40725  0.28
H6 1.38384 -3.04399 2.06692  0.39
H7 -0.20250 -3.70366 1.62050  0.54
H8 -0.01985 -2.04133 3.66967  0.56
H9 -1.34312 -1.78566 2.51167  0.26
H10 1.24801 -0.40864 4.06157  0.33
H11 2.30693 1.70957 4.82658  0.42
H12 3.82007 3.58845 4.26320  0.40
H13 4.32525 4.07295 1.88980  0.40
H14 3.32803 2.70525 0.08641  0.50
N3 0.23659 2.15691 -1.02859  -0.34
C17 -0.87326 2.84240 -1.70105  -0.61
C18 -1.89087 1.78517 -2.06691  0.55
O3 -2.65026 1.90253 -3.01850  -0.74
N4 -1.87522 0.75972 -1.19614  0.15
C19 -2.78592 -0.32009 -1.48533  -0.50
C20 -2.42618 -1.44314 -0.55639  0.22
O4 -2.70129 -2.60234 -0.66357  -0.63
O5 -1.71884 -0.96686 0.49786  -0.36
H15 0.74002 2.78497 -0.41230  0.34
H16 0.88677 1.74910 -1.69603  0.37
H17 -0.55824 3.40888 -2.57401  0.38
H18 -1.33255 3.51782 -0.97751  0.25
H19 -2.73383 -0.65151 -2.52341  0.39
H20 -3.82693 -0.03882 -1.28940  0.43
Se1 -1.11740 2.04666 1.56134  -0.23

Force components x, y, z for each atom (eV/Å):
-0.4 0.3 0.7
0.3 -0.1 -0.5
-0.1 0.1 0.2
0.0 -0.1 -0.1
0.0 0.1 0.0
0.0 0.0 0.1
0.0 0.0 -0.1
0.0 -0.1 0.1
0.0 0.0 -0.1
0.0 0.1 0.0
0.0 0.0 0.0
0.0 0.0 0.0
-0.2 0.0 0.0
0.1 0.0 0.0
-0.1 -0.1 0.1
0.0 0.0 0.0
0.0 0.0 0.0
0.0 0.0 -0.1
0.0 0.0 0.1
0.0 -0.1 -0.1
0.2 0.1 -0.1
0.0 0.0 0.0
0.0 0.0 0.0
0.0 0.0 0.0
0.0 0.0 0.0
0.0 0.0 0.0
0.0 0.0 0.0
0.0 0.0 0.0
0.0 0.0 0.0
0.0 0.0 0.0
0.0 0.0 0.0
0.0 0.0 0.0
0.0 0.0 0.0
0.0 0.0 0.0
0.0 0.0 0.0
0.1 0.3 -0.1
0.0 -0.1 0.1
-0.1 0.0 0.0
0.0 0.0 0.0
0.2 0.0 -0.1
-0.1 0.0 0.0
0.2 0.1 0.4
-0.1 0.0 0.0
0.0 -0.2 -0.2
0.1 0.0 0.0
0.0 0.0 0.0
0.0 -0.1 0.0
0.0 0.0 0.0
0.0 0.0 0.0
0.0 0.0 0.0
0.0 0.0 0.0